{
  "formula": "C19H23NO2",
  "method": "ωB97M-V/def2-TZVPD",
  "species": ["C", "H", "H", "H", "C", "C", "H", "H", "H", "H", "C", "C", "C", "C", "C", "C", "C", "H", "H", "C", "C", "O", "O", "C", "C", "N", "C", "C", "C", "C", "H", "H", "H", "H", "H", "H", "C", "H", "H", "H", "H", "H", "H", "H", "H"],
  "positions_angstrom": [[-4.684, -1.511, 0.744], [-4.571, -2.607, 0.710], [-4.918, -1.036, 1.590], [-5.395, -1.247, -0.132], [-3.319, -1.156, 0.170], [-2.918, -1.642, -0.955], [-2.904, -2.768, -0.789], [-3.569, -1.262, -1.929], [-1.929, -1.145, -1.349], [-2.608, -1.331, 1.102], [-3.421, 0.758, 0.290], [-2.088, 1.225, 0.006], [-1.518, 1.428, -1.230], [-0.236, 2.192, -1.228], [0.604, 2.121, -0.314], [0.106, 1.623, 1.168], [-1.068, 0.995, 1.236], [-1.466, 0.736, 2.228], [0.952, 1.768, 1.824], [1.986, 2.736, -0.221], [2.901, 1.599, 0.075], [3.204, 1.570, 1.455], [3.257, 0.880, -0.777], [3.920, -0.360, -0.317], [3.071, -1.418, -0.486], [3.744, -2.631, 0.275], [2.938, -3.911, 0.519], [1.608, -3.639, 0.210], [0.879, -2.723, -0.200], [1.754, -1.596, -0.490], [1.290, -0.561, -1.042], [-0.126, -2.724, -0.676], [1.043, -4.658, 0.473], [3.437, -4.689, 0.935], [4.614, -0.692, -1.329], [4.629, -0.029, 0.443], [2.225, 3.992, 0.276], [2.105, 3.813, 1.779], [1.425, 4.755, 0.170], [3.068, 4.534, 0.353], [2.303, 2.775, -1.240], [-0.072, 2.543, -1.991], [-2.304, 1.558, -1.938], [-4.046, 0.740, -0.529], [-3.902, 0.992, 1.130]],
  "atomic_forces_ev_per_a": [[0.7449, -2.1826, -6.8064], [-1.0529, 0.0863, 0.9164], [-0.8778, 1.3258, 3.3222], [0.4681, -0.4270, 1.6357], [-2.0434, 7.5257, 12.9801], [3.1173, -2.0432, -10.9220], [0.3599, 1.0352, -1.2552], [0.7894, -1.5099, 2.3216], [-1.1108, -1.4581, 1.0857], [-0.7694, 0.1421, -2.0026], [2.6749, -4.7408, -3.5059], [3.5606, -2.3564, 2.5202], [-0.5974, 2.3197, 3.0880], [-7.8690, -8.1914, 7.1032], [2.5277, 0.0218, 10.2095], [2.1188, 0.2510, -4.6043], [-2.2867, 2.4670, -1.1801], [-0.0676, -0.2401, -0.5846], [-0.4722, -0.4796, 0.8337], [-0.0401, -4.2978, -5.1199], [-1.4858, 6.8327, 15.8924], [-0.6855, -1.1225, -7.1299], [2.7640, -6.1035, -6.1166], [5.1601, 3.2580, -5.7615], [-0.9871, -9.6576, 7.2685], [-2.0997, -2.7168, -1.0962], [1.6617, 11.6343, -3.3142], [0.8549, -13.3254, 4.7024], [-1.1142, 8.1969, -4.6443], [-4.4115, 5.2807, -3.8413], [0.3871, -2.8617, 1.7301], [0.7244, -0.1598, 1.2546], [0.5697, 1.7945, -0.6965], [1.0732, -2.1516, 1.1246], [-0.8742, 1.7246, 2.5255], [-0.7872, -1.1154, 0.6324], [-4.1793, 3.2165, 8.4120], [0.1989, 0.5906, -4.0220], [0.1804, -0.8245, -0.4061], [3.6122, 0.9234, -0.6414], [-0.2910, 0.6336, -1.9386], [3.4369, 6.7444, -14.3020], [0.1483, 0.2129, -1.3376], [-1.5802, 0.8924, -1.8727], [-1.4502, 0.8557, 3.5427]],
  "max_force_ev_per_a": 17.4,
  "e_above_lowest_kj_mol": 1832.3,
  "total_charge": 0,
  "e_homo_ha": -0.302,
  "spin_multiplicity": 1
}